Below is a molecular structure, C4HF2O2S, with properties calculated with ωB97M-V/def2-TZVPD.

The value obtained for the HOMO energy is -4.684 eV. The lowest unoccupied orbital energy comes out at 2.7 eV. The relative energy (zero: lowest compared OMol25 entry of this formula, charge and spin) is 1.856 eV. The total energy comes out at -901.3291 hartree. The orbital gap is 7.4 eV.

Structure (ORCA input):
```
! RIJCOSX wB97M-V def2-TZVPD def2/J DEFGRID3
* xyz -1 1
C -1.332 -0.280 -0.151
C -0.259 0.237 -0.191
C -2.901 -0.521 -0.110
C 1.742 0.657 -0.157
O -3.397 0.383 0.491
O -3.264 -1.484 -0.723
F 2.021 1.409 0.901
F 2.058 1.294 -1.267
S 2.788 -0.905 -0.063
H 2.545 -0.790 1.269
*
```